A 11-piece molecular cluster, C29H67FN22O10 overall in a non-equilibrium geometry, computed with ωB97M-V/def2-TZVPD.

Values from the calculation:
* structure (SMILES): CCCCCc1nc2ccc(CCC)cc2nc1CCCF.NC(N)=O.NC(N)=O.NC(N)=O.NC(N)=O.NC(N)=O.NC(N)=O.NC(N)=O.NC(N)=O.NC(N)=O.NC(N)=O
* strongest force on any atom: 4.45 eV Å⁻¹
* gap between HOMO and LUMO: 8.2 eV

Geometry as XYZ:
```
129
C29H67FN22O10 (ωB97M-V/def2-TZVPD)
C -1.4816 -2.6668 -2.7813
C -0.2996 -3.1191 -3.7466
C 1.0795 -2.4153 -3.3451
C 1.0044 -0.8695 -3.6390
C 1.9432 0.0344 -2.7351
C 1.5707 -0.2289 -1.2261
N 2.3262 -1.1451 -0.5660
C 1.9162 -1.3607 0.7517
C 2.6745 -2.3941 1.5387
C 2.3227 -2.7430 2.9045
C 1.1406 -2.0314 3.5151
C 0.6522 -2.3553 4.9651
C -0.8385 -2.9048 4.9888
C -1.2012 -3.8507 3.7668
C 0.4095 -1.0006 2.7594
C 0.7749 -0.6420 1.3382
N -0.0049 0.3381 0.7188
C 0.4374 0.5005 -0.5583
C -0.3298 1.5757 -1.4282
C -1.6477 2.0823 -0.7325
C -2.7588 0.9509 -0.6184
F -3.9639 1.4236 -1.2567
H -2.3163 -3.4302 -2.7868
H -1.1363 -2.6135 -1.7033
H -1.9075 -1.6661 -3.0596
H -0.5466 -2.9870 -4.8299
H -0.1347 -4.2170 -3.5240
H 1.9120 -2.9154 -3.9271
H 1.2500 -2.6850 -2.2695
H 1.3607 -0.7254 -4.7078
H -0.0430 -0.4694 -3.6049
H 1.7621 1.1156 -2.9993
H 3.0326 -0.2193 -2.8983
H 3.5355 -2.9155 1.0396
H 2.9333 -3.5133 3.4282
H 0.6337 -1.3751 5.5275
H 1.3740 -3.0903 5.4329
H -1.0257 -3.5027 5.9298
H -1.5328 -2.0138 4.9204
H -1.6751 -3.2825 2.9097
H -2.0171 -4.5502 4.1316
H -0.3543 -4.4932 3.4081
H -0.4358 -0.4933 3.2952
H 0.3612 2.4660 -1.5695
H -0.5284 1.1890 -2.4677
H -2.0737 2.8894 -1.3999
H -1.4563 2.5521 0.2734
H -2.4318 -0.0311 -1.0501
H -2.9999 0.8290 0.4770
N 6.3939 -0.6217 0.5926
C 7.0362 -1.1328 -0.4858
N 6.2126 -1.7239 -1.3935
O 8.2517 -1.0688 -0.6308
H 5.3994 -0.6698 0.7203
H 6.9540 -0.1716 1.2984
H 6.6346 -2.1218 -2.2142
H 5.2148 -1.7811 -1.2846
N 8.9405 -1.0338 -6.2418
C 8.4966 -0.6274 -5.0164
N 8.9077 -1.4010 -3.9762
O 7.7870 0.3529 -4.8697
H 9.5245 -1.8360 -6.3860
H 8.6577 -0.4868 -7.0357
H 8.6011 -1.1336 -3.0516
H 9.4907 -2.2102 -4.0797
N -7.6183 1.1890 -0.2467
C -7.6805 -0.1625 -0.1541
N -6.5372 -0.8100 -0.5031
O -8.6875 -0.7540 0.2166
H -6.8017 1.6910 -0.5452
H -8.4457 1.7056 0.0057
H -6.5427 -1.8131 -0.4470
H -5.7022 -0.3426 -0.8083
N 0.8528 0.4002 8.4359
C 0.0132 1.0305 7.5697
N -0.1211 2.3698 7.7756
O -0.5736 0.4410 6.6779
H 1.3447 0.8657 9.1756
H 0.9770 -0.5901 8.3148
H -0.7336 2.8694 7.1547
H 0.3519 2.8733 8.5025
N 1.6271 6.1892 -2.7621
C 0.6887 5.6307 -1.9487
N -0.2874 6.4763 -1.5444
O 0.7282 4.4528 -1.6115
H 1.6142 7.1497 -3.0504
H 2.3693 5.5924 -3.0838
H -0.9985 6.0993 -0.9430
H -0.3385 7.4424 -1.8108
N 2.9944 -3.5589 -7.3562
C 2.1833 -4.5518 -6.8974
N 2.4880 -5.7971 -7.3566
O 1.2560 -4.3419 -6.1344
H 3.7621 -3.7098 -7.9836
H 2.8002 -2.6252 -7.0385
H 1.9107 -6.5561 -7.0392
H 3.2458 -5.9911 -7.9840
N -8.3993 0.7410 3.3111
C -8.5672 2.0896 3.3558
N -8.1979 2.6768 4.5290
O -9.0149 2.7243 2.4151
H -8.0334 0.1990 4.0712
H -8.6625 0.2713 2.4562
H -8.3084 3.6732 4.5973
H -7.8282 2.1730 5.3131
N -3.9556 8.6137 -3.0743
C -2.6450 8.6017 -3.4308
N -2.4112 8.7790 -4.7577
O -1.7447 8.4430 -2.6191
H -4.7094 8.7418 -3.7232
H -4.1670 8.4852 -2.1000
H -1.4523 8.7757 -5.0589
H -3.1350 8.9104 -5.4393
N -6.1637 -5.5004 4.3129
C -4.8447 -5.5143 3.9740
N -4.5932 -5.3345 2.6483
O -3.9572 -5.6753 4.7947
H -6.9083 -5.3696 3.6539
H -6.3883 -5.6302 5.2838
H -3.6297 -5.3383 2.3600
H -5.3076 -5.2005 1.9575
N 4.0818 1.4062 3.5864
C 5.2911 1.8629 3.1623
N 5.3710 3.2120 3.0055
O 6.2327 1.1184 2.9383
H 3.2954 1.9996 3.7749
H 3.9845 0.4127 3.7126
H 6.2501 3.5855 2.6923
H 4.6102 3.8406 3.1829
```